--- i ---
Below is the ion C4H12N2 with charge +2, with properties calculated with ωB97M-V/def2-TZVPD.

Summary:
HOMO level: -18.73 eV
SMILES string: [NH3+]/C=C/CC[NH3+]
lowest unoccupied orbital energy: -7.4 eV
charge: +2
Kohn-Sham gap: 11.30 eV

Geometry as XYZ:
```
18
Properties=species:S:1:pos:R:3:lowdin_charge:R:1
N -1.9841 2.2285 -0.6305 0.15
C -1.2933 0.8850 -0.8275 -0.06
C -0.5353 0.3531 0.1631 -0.08
C -0.1553 -1.0973 0.0490 -0.18
C 1.3596 -1.3407 -0.1212 -0.17
N 2.1075 -0.9815 1.1050 0.17
H -1.3490 3.0459 -0.4710 0.18
H -2.4302 2.2474 -1.6539 0.23
H -2.7279 2.1640 0.1939 0.23
H -1.5235 0.6113 -1.8652 0.14
H -0.3513 1.0290 0.9744 0.12
H -0.5778 -1.6023 -0.9529 0.18
H -0.6734 -1.7065 0.9528 0.19
H 1.5991 -2.3707 -0.4058 0.14
H 1.7472 -0.6945 -0.9966 0.17
H 1.5130 -0.8012 1.9762 0.20
H 2.5279 -1.7876 1.5917 0.19
H 2.7466 -0.1819 0.9186 0.19
```

--- ii ---
Below is a cluster of 2 separate species, C4H12N2 in total, with properties calculated with ωB97M-V/def2-TZVPD.

Summary:
HOMO level: -17.42 eV
lowest unoccupied orbital energy: -11.5 eV
charge: +2
Kohn-Sham gap: 5.95 eV

Geometry as XYZ:
```
18
Properties=species:S:1:pos:R:3:lowdin_charge:R:1
C -0.1954 -0.6637 -0.6555 0.34
C -0.9358 0.5828 -0.6228 -0.09
C -0.2657 1.2444 0.6305 -0.25
C 0.9800 1.1584 1.0559 0.18
N -1.2319 2.1299 1.3528 0.26
N 1.2643 -3.0601 -1.3387 0.03
H 0.5532 -0.8694 -1.4174 0.11
H -0.3194 -1.3958 0.1378 0.13
H -0.7493 1.2527 -1.4618 0.15
H -2.0199 0.5086 -0.5129 0.16
H 1.3768 1.8313 1.8026 0.12
H 1.6588 0.3939 0.6938 0.11
H -1.7856 1.5438 1.9886 0.20
H -1.8806 2.6212 0.7272 0.19
H -0.7417 2.8480 1.8992 0.19
H 1.7573 -3.4286 -0.5340 0.05
H 0.6001 -3.7578 -1.6549 0.05
H 1.9349 -2.9395 -2.0904 0.05
```

Quick ranking, most stable first: i, ii.

--- i ---
Below is a cluster of 2 separate species, C5H11NO in total, with properties calculated with ωB97M-V/def2-TZVPD.

Summary:
HOMO level (spin up / spin down): -15.21 / -14.54 eV
⟨S²⟩: 1.2238
multiplicity: 2
lowest unoccupied orbital energy (spin up / spin down): -7.2 / -6.7 eV
charge: +1
Kohn-Sham gap (spin up / spin down): 7.98 / 7.81 eV

Geometry as XYZ:
```
18
Properties=species:S:1:pos:R:3:mulliken_spin:R:1
C 0.8019 -1.4041 -1.6262 -0.01
N 0.4530 -0.0094 -1.7124 0.44
C -0.3538 0.2307 -0.6800 -0.23
C -0.3564 1.0939 0.3909 -0.15
C 0.4056 2.3742 0.1901 -0.02
C -1.0450 0.6613 1.6638 -0.02
O -0.0009 -2.3247 1.2562 1.02
H 1.6183 -1.5950 -2.3109 0.00
H -0.0454 -2.0709 -1.7869 0.03
H 1.0913 -1.6082 -0.5812 0.02
H -1.1442 -0.5560 -0.6162 0.00
H -1.1479 -0.4153 1.7712 0.00
H 0.5181 2.4089 -0.8969 0.00
H 0.0426 3.3493 0.5112 -0.01
H 1.4524 2.2651 0.5137 -0.04
H -2.0504 1.0733 1.6579 -0.04
H -0.6453 0.9574 2.6660 -0.01
H 0.3278 -3.1230 1.7170 -0.02
```

--- ii ---
Below is the ion C5H11NO with charge +1, with properties calculated with ωB97M-V/def2-TZVPD.

Summary:
HOMO level (spin up / spin down): -13.80 / -13.74 eV
⟨S²⟩: 0.7542
multiplicity: 2
lowest unoccupied orbital energy (spin up / spin down): -3.3 / -8.1 eV
charge: +1
Kohn-Sham gap (spin up / spin down): 10.49 / 5.65 eV

Geometry as XYZ:
```
18
Properties=species:S:1:pos:R:3:mulliken_spin:R:1
C 2.4908 -0.0210 0.1624 0.01
N 1.1723 -0.5241 -0.0777 0.79
C -0.0204 0.2054 0.2898 0.00
C -1.1125 -0.7656 0.8163 0.03
C -2.4521 -0.6068 0.1138 0.00
O -3.3877 -0.0676 0.6297 0.01
C -0.4219 1.1019 -0.8873 0.08
H 2.4278 1.0189 0.4893 0.02
H 2.9787 -0.5593 0.9832 0.06
H 3.1191 -0.1502 -0.7133 0.02
H 1.0698 -0.9637 -0.9956 -0.03
H 0.2646 0.8391 1.1250 0.00
H -1.2225 -0.6498 1.8899 0.00
H -0.8229 -1.8113 0.6601 0.01
H -2.5260 -0.9831 -0.9229 0.00
H -0.5945 0.4731 -1.7648 0.00
H 0.3702 1.8124 -1.1234 0.00
H -1.3329 1.6517 -0.6749 0.01
```

--- iii ---
Below is the ion C5H11NO with charge +1, with properties calculated with ωB97M-V/def2-TZVPD.

Summary:
HOMO level (spin up / spin down): -14.56 / -14.56 eV
⟨S²⟩: 0.7541
multiplicity: 2
lowest unoccupied orbital energy (spin up / spin down): -3.4 / -7.6 eV
charge: +1
Kohn-Sham gap (spin up / spin down): 11.14 / 6.93 eV

Geometry as XYZ:
```
18
Properties=species:S:1:pos:R:3:mulliken_spin:R:1
C 1.4130 0.8951 0.0078 0.00
N 0.7148 -0.3665 0.0685 0.77
C 0.8729 -1.1409 1.2821 0.00
C -1.6480 0.2690 0.3595 0.07
C -0.6286 -0.3984 -0.5457 -0.01
C -0.5905 0.2220 -1.9507 0.01
O -1.3077 1.1370 -2.2319 0.00
H 1.8730 1.1930 0.9497 0.01
H 2.2297 0.8121 -0.7220 0.05
H 0.7577 1.6938 -0.3279 0.01
H 0.8879 -0.4828 2.1497 0.04
H 1.8768 -1.5900 1.2706 0.03
H 0.0998 -1.8910 1.3543 0.00
H -2.6305 0.2703 -0.1078 0.00
H -1.3785 1.2997 0.5671 0.00
H -1.7585 -0.2655 1.2935 0.00
H -0.8392 -1.4569 -0.6843 0.01
H 0.0562 -0.1999 -2.7323 0.00
```

Quick ranking, most stable first: iii, ii, i.

--- i ---
Below is an isolated molecule of C2H2Cl3NO2, with properties calculated with ωB97M-V/def2-TZVPD.

Summary:
HOMO level: -10.45 eV
SMILES string: [H]/N=C(\OO)C(Cl)(Cl)Cl
lowest unoccupied orbital energy: 0.0 eV
Kohn-Sham gap: 10.49 eV

Geometry as XYZ:
```
10
Properties=species:S:1:pos:R:3:lowdin_charge:R:1
H -0.1906 -1.4135 0.9234 0.04
N -1.1123 -1.2498 0.7113 0.16
C -1.4001 -0.2465 0.0692 -0.52
O -0.8075 0.7580 -0.5094 -0.03
O 0.6392 0.8677 -0.3421 0.07
C -3.2275 0.0422 -0.1121 -1.46
Cl -3.9274 -1.5019 0.2120 0.60
Cl -3.5196 1.0216 1.4597 0.49
Cl -3.6770 0.7970 -1.6505 0.59
H 1.1221 0.7459 -1.1041 0.06
```

--- ii ---
Below is a cluster of 2 separate species, C2H2Cl3NO2 in total, with properties calculated with ωB97M-V/def2-TZVPD.

Summary:
HOMO level: -10.68 eV
SMILES string: O=[N+]([O-])/C=C/Cl.ClCl
lowest unoccupied orbital energy: -1.6 eV
Kohn-Sham gap: 9.04 eV

Geometry as XYZ:
```
10
Properties=species:S:1:pos:R:3:lowdin_charge:R:1
O -1.1516 -1.9251 0.9795 0.09
N -1.0684 -1.5822 -0.1533 -0.42
O -1.3013 -2.2289 -1.1561 0.08
C -0.5643 -0.2293 -0.3288 -0.14
C -0.5634 0.7062 0.5435 -0.62
Cl -0.2582 2.3083 0.2361 0.70
H -0.2729 -0.0469 -1.3689 0.13
H -0.8245 0.5555 1.6321 0.11
Cl 3.0499 1.9869 -0.8694 0.02
Cl 2.9548 0.4555 0.4853 0.04
```

Quick ranking, most stable first: ii, i.